Arrangement 1

Formula: C4H9N3O
Source: OMol25
Level of theory: ωB97M-V/def2-TZVPD

```
17
Properties=species:S:1:pos:R:3
C 2.39555 -1.15701 0.33795
C 1.17350 -1.12915 -0.22857
C 0.13281 -0.10436 -0.25486
N -1.00867 -0.51512 -0.79597
N -2.20406 0.14236 -0.42057
C -2.21733 -0.19208 0.96997
N 0.24474 1.14877 -0.07913
O 1.68227 1.64780 0.20014
H 3.04586 -2.07563 -0.01847
H 2.55841 -0.65792 1.46914
H 1.01807 -2.13187 -0.68670
H -3.12690 -0.60355 -0.71159
H -2.08961 -1.41451 1.37185
H -1.43204 0.49685 1.41358
H -3.43442 0.02554 1.17360
H -0.22857 1.78361 -0.86508
H 2.09978 1.45861 -0.62473
```

Values from the calculation:
Structure (SMILES) = C=C/C(=N/NC)NO
Multiplicity = 1
HOMO energy = -0.28880 Eh

Here are the Löwdin charges for atoms 1 to 4, given in e: number 1, C, carries -0.03; number 2, C, carries -0.14; number 3, C, carries -0.50; number 4, N, carries -0.02


Arrangement 2

Formula: C4H9N3O
Source: OMol25
Level of theory: ωB97M-V/def2-TZVPD

```
17
Properties=species:S:1:pos:R:3
C -1.47055 -0.37763 -0.73284
C 1.19073 -0.95299 0.36370
C 2.11339 0.13770 0.53882
C 2.43912 1.10288 -0.36875
H -3.21438 1.08534 0.94066
H -3.35538 -0.68834 1.44951
H -1.67103 -1.56051 -0.49297
H 0.34391 0.79105 -1.19805
H 0.41140 -0.74935 1.12913
H 1.68901 -2.04877 0.52425
H 2.05319 0.28261 1.67275
H 2.61105 2.13497 -0.02978
H 2.08561 1.11501 -1.36571
N -3.43717 0.16558 0.26932
N -2.28752 0.64044 -0.46263
N -0.25877 -0.05230 -1.29680
O 0.75739 -1.02568 -0.94063
```

Values from the calculation:
Multiplicity = 1
HOMO energy = -0.30971 Eh

Here are the Löwdin charges for atoms 1 to 4, given in e: number 1, C, carries -0.22; number 2, C, carries -0.31; number 3, C, carries -0.16; number 4, C, carries 0.02


Arrangement 3

Formula: C4H9N3O
Source: OMol25
Level of theory: ωB97M-V/def2-TZVPD

```
17
Properties=species:S:1:pos:R:3
C -1.17340 -0.60852 -1.07436
C -0.12038 1.52261 -0.48067
N -0.12769 0.06276 -0.28888
N 1.53852 -1.01749 0.61611
C 1.34482 -0.56714 -0.58548
C -0.04245 -0.38418 1.28509
N -0.00198 0.55092 2.15273
O 1.83099 -0.54123 -1.68241
H 2.42240 -1.27706 1.03080
H -0.42273 0.27910 3.03334
H -0.61380 -1.31191 1.37351
H -1.15940 -1.67556 -0.85655
H 0.17961 1.74024 -1.50561
H -1.11596 1.91699 -0.27773
H -2.14854 -0.19569 -0.81565
H -0.97205 -0.46718 -2.13739
H 0.58204 1.97334 0.21315
```

Values from the calculation:
Multiplicity = 1
HOMO energy = -0.31492 Eh

Here are the Löwdin charges for atoms 1 to 4, given in e: number 1, C, carries -0.02; number 2, C, carries -0.03; number 3, N, carries -0.22; number 4, N, carries 0.15


Arrangement 4

Formula: C4H9N3O
Source: OMol25
Level of theory: ωB97M-V/def2-TZVPD

```
17
Properties=species:S:1:pos:R:3
C 0.57927 -1.07248 1.37090
C 1.04846 -1.83533 0.16059
C -0.25082 -1.70804 -0.50850
C -0.07512 1.06238 0.49463
N -0.12262 1.65123 -1.69292
N -0.93075 2.10354 0.82226
O 0.14129 0.23207 1.50946
N 0.30419 0.75103 -0.69496
H 0.32892 -1.59641 2.28585
H -1.13952 1.68353 -1.75681
H 0.24793 1.31518 -2.57273
H -0.74040 2.95001 0.30096
H -1.03699 2.24343 1.81558
H 1.24756 -2.85236 0.51145
H 1.88995 -1.42011 -0.38892
H -0.31979 -1.38145 -1.53210
H -1.17156 -2.12623 -0.12473
```

Values from the calculation:
Multiplicity = 1
HOMO energy (spin up / spin down) = -0.25616 / -0.25886 Eh

Here are the Löwdin charges for atoms 1 to 4, given in e: number 1, C, carries -0.08; number 2, C, carries -0.27; number 3, C, carries -0.03; number 4, C, carries -0.51


Least stable structure: arrangement 2


Arrangement 1

Formula: C4H9N3O
Source: OMol25
Level of theory: ωB97M-V/def2-TZVPD

```
17
Properties=species:S:1:pos:R:3
H -0.58818 2.34374 1.35063
N 0.19797 1.72416 1.60401
N 0.46588 0.94602 0.68116
C 1.31177 -0.27322 1.04788
C 1.88138 -1.02485 -0.13461
O 1.91467 -0.32268 2.10460
H 1.08570 -1.34477 -0.80567
H 2.59716 -0.40683 -0.68131
H 2.36360 -1.94551 0.19673
H -2.49101 0.11055 1.41778
N -2.48118 0.21300 0.40002
C -1.30679 0.06102 -0.09905
C -1.14116 0.15023 -1.59615
H -0.52136 -0.77253 0.44555
H -1.90336 0.82068 -1.99391
H -0.16118 0.54806 -1.86451
H -1.22392 -0.82707 -2.07315
```

Values from the calculation:
Structure (SMILES) = [H]/N=N/C(C)=O.[H]/N=C/C
Multiplicity = 1
HOMO energy = -0.33738 Eh

Here are the Löwdin charges for atoms 1 to 4, given in e: number 1, H, carries 0.08; number 2, N, carries 0.12; number 3, N, carries -0.07; number 4, C, carries -0.46


Arrangement 2

Formula: C4H9N3O
Source: OMol25
Level of theory: ωB97M-V/def2-TZVPD

```
17
Properties=species:S:1:pos:R:3
C -2.36108 -0.39398 0.80653
N -2.27296 0.04402 -0.61052
C -1.12136 0.01190 -1.16702
N -0.02759 -0.77653 -0.74776
C 1.01927 -0.18713 -0.29603
C 2.22142 -0.96553 0.13651
N 1.20469 1.16646 -0.19837
O 0.06248 1.86005 0.19901
H -3.40416 -0.69990 1.02908
H -1.96527 0.38251 1.48073
H -1.72926 -1.26784 0.94679
H -1.00343 0.60027 -2.08440
H 2.32727 -0.99487 1.24343
H 3.15187 -0.51825 -0.25584
H 2.13280 -1.99052 -0.24992
H 1.95572 1.41542 0.41461
H -0.19040 2.31391 -0.64683
```

Values from the calculation:
Structure (SMILES) = C/N=C\N=C(\C)NO
Multiplicity = 1
HOMO energy = -0.33359 Eh

Here are the Löwdin charges for atoms 1 to 4, given in e: number 1, C, carries -0.14; number 2, N, carries -0.02; number 3, C, carries -0.29; number 4, N, carries 0.13


Least stable structure: arrangement 1


Arrangement 1

Formula: C4H6N2O2
Source: OMol25
Level of theory: ωB97M-V/def2-TZVPD

```
14
Properties=species:S:1:pos:R:3
O 0.59066 -1.09055 -1.02845
C -0.34988 -1.16876 -0.00043
C -1.29335 -0.12010 0.30239
N -1.24162 1.11408 -0.44506
C -0.01843 1.56134 -0.41719
N 0.76899 0.72568 0.50564
O 2.02750 0.37515 0.16951
C 0.05971 -0.31380 0.99520
H 0.15312 -0.42807 -1.79743
H -0.59875 -2.13508 0.27584
H -2.30313 -0.36983 0.52898
H 0.48916 2.51157 -0.96623
H 1.73553 -0.47607 -0.29889
H -0.01951 -0.18557 2.17614
```

Values from the calculation:
Structure (SMILES) = O[C@@H]1[C@@H]2N=CN(O)[C@H]12
Multiplicity = 1
HOMO energy = -0.30738 Eh

Here are the Löwdin charges for atoms 1 to 4, given in e: number 1, O, carries -0.03; number 2, C, carries -0.31; number 3, C, carries -0.17; number 4, N, carries 0.07


Arrangement 2

Formula: C4H6N2O2
Source: OMol25
Level of theory: ωB97M-V/def2-TZVPD

```
14
Properties=species:S:1:pos:R:3
O -1.26670 -0.69342 -2.58056
C -0.84606 -0.30372 -1.54874
C -1.29613 -0.50875 -0.03044
N -0.44583 0.68961 0.30008
C 0.43409 0.79146 1.41057
N 1.41822 -0.06696 1.61893
O 1.33474 -1.16817 0.77713
C 0.09659 0.73076 -1.05613
H -2.33175 -0.22724 0.14831
H -0.84208 -1.33071 0.56424
H 0.32952 1.62040 2.07207
H 2.24217 -1.57525 0.99145
H 0.10599 1.68928 -1.62804
H 1.06724 0.35270 -1.03886
```

Values from the calculation:
Structure (SMILES) = O=C1CN(/C=N\O)C1
Multiplicity = 1
HOMO energy = -0.33575 Eh

Here are the Löwdin charges for atoms 1 to 4, given in e: number 1, O, carries 0.13; number 2, C, carries -0.34; number 3, C, carries -0.02; number 4, N, carries -0.13


Least stable structure: arrangement 1


Arrangement 1

Formula: C4H6N2O2
Source: OMol25
Level of theory: ωB97M-V/def2-TZVPD

```
14
Properties=species:S:1:pos:R:3
C 0.73059 -0.90436 1.39567
C 0.10540 0.26590 0.66069
C 0.08147 -0.10881 -0.97832
C 1.27039 1.24985 0.90182
H -0.20140 -1.73200 1.93997
H 1.17718 -0.40453 2.44032
H 1.39958 -1.47030 0.66322
H -1.61062 0.54273 -0.10229
H 0.94994 0.08033 -1.81214
H -2.05366 -0.44150 -2.73690
N -1.18691 -0.21298 -1.23070
N 1.58053 2.46062 0.68236
O -1.21393 0.78044 0.91137
O -1.02855 -0.10538 -2.73507
```

Values from the calculation:
Multiplicity = 1
HOMO energy = -0.39701 Eh

Here are the Löwdin charges for atoms 1 to 4, given in e: number 1, C, carries -0.11; number 2, C, carries -0.56; number 3, C, carries -0.02; number 4, C, carries -0.12


Arrangement 2

Formula: C4H6N2O2
Source: OMol25
Level of theory: ωB97M-V/def2-TZVPD

```
14
Properties=species:S:1:pos:R:3
C -0.03198 -1.98826 -0.73125
C -0.07392 -0.60483 0.03038
C 1.12907 0.24311 0.29423
C -1.05028 0.30777 0.10810
H 0.28776 -2.60126 -0.05986
H 0.36580 -2.21101 -1.72299
H -1.06684 -2.60822 -1.08290
H 1.90830 -1.63263 1.44599
H -1.20470 2.26750 0.58932
H -2.52536 -0.72060 -0.48710
N 0.79871 1.55578 0.15117
N -0.52319 1.59093 0.04142
O 2.49332 -0.38248 0.21545
O -2.43468 0.09904 0.00464
```

Values from the calculation:
Multiplicity = 1
HOMO energy = -0.33316 Eh

Here are the Löwdin charges for atoms 1 to 4, given in e: number 1, C, carries -0.03; number 2, C, carries -0.16; number 3, C, carries -0.32; number 4, C, carries -0.33


Least stable structure: arrangement 2